Computed, not measured: an isolated molecule of C2H5NSi, with wB97M-V/def2-TZVPD.

## Properties
HOMO level	-0.304	Ha
2S+1	1
charge	0
largest force on an atom	0.0618	Eh/bohr
molar mass	71.15	g/mol
energy relative to the best compared isomer or geometry (same formula, charge and spin)	55.5	kcal per mole
structure (SMILES)	[H]/N=C1/C[SiH2]1

Each line ends with the Löwdin charge.
Element x y z (Å)
H (-0.067, -2.092, 1.733)  0.041
N (0.119, -1.874, 0.788)  0.110
C (-0.025, -0.776, 0.262)  -0.527
C (0.363, -0.015, -0.978)  -0.285
Si (-0.394, 1.125, 0.383)  0.685
H (1.486, 0.118, -1.221)  0.105
H (-0.147, -0.328, -1.796)  0.006
H (-1.931, 1.564, 0.294)  -0.062
H (0.595, 2.280, 0.537)  -0.072

Computed, not measured: an isolated molecule of C25H32O7, with wB97M-V/def2-TZVPD.

## Properties
HOMO level	-0.347	Ha
2S+1	1
charge	0
largest force on an atom	0.0222	Eh/bohr
molar mass	444.52	g/mol
energy relative to the best compared isomer or geometry (same formula, charge and spin)	0.0	kcal per mole
structure (SMILES)	O=C(OC[C@@H]1O[C@@H]2O[C@]3(CCCCC3)O[C@@H]2[C@H]2O[C@@]3(CCCCC3)O[C@H]21)c1ccccc1

Each line ends with the Löwdin charge.
Element x y z (Å)
O (0.351, 2.893, -0.392)  0.107
C (1.517, 2.575, -0.384)  -0.451
O (2.180, 2.200, 0.715)  0.019
C (1.457, 2.053, 1.923)  -0.069
C (0.834, 0.645, 2.079)  -0.169
O (1.752, -0.343, 1.624)  0.028
C (1.486, -0.971, 0.435)  -0.275
O (1.428, -0.099, -0.673)  0.027
C (0.686, -0.747, -1.692)  -0.454
C (-0.238, 0.262, -2.379)  -0.074
C (-1.020, -0.412, -3.501)  -0.174
C (-0.065, -1.012, -4.527)  -0.198
C (0.844, -2.032, -3.851)  -0.182
C (1.633, -1.379, -2.721)  -0.078
O (-0.067, -1.781, -1.049)  0.011
C (0.125, -1.682, 0.337)  -0.138
C (-0.974, -0.848, 1.004)  -0.159
O (-1.415, -1.448, 2.198)  0.019
C (-2.054, -0.436, 2.954)  -0.480
C (-1.731, -0.635, 4.439)  -0.086
C (-2.379, -1.910, 4.970)  -0.185
C (-3.888, -1.877, 4.761)  -0.203
C (-4.200, -1.718, 3.277)  -0.186
C (-3.575, -0.437, 2.736)  -0.086
O (-1.536, 0.813, 2.483)  0.006
C (-0.583, 0.563, 1.471)  -0.171
C (2.384, 2.589, -1.586)  -0.138
C (1.912, 3.209, -2.740)  -0.027
C (2.668, 3.189, -3.896)  -0.074
C (3.896, 2.545, -3.908)  -0.081
C (4.368, 1.927, -2.760)  -0.073
C (3.618, 1.947, -1.599)  -0.012
H (0.663, 2.804, 1.991)  0.142
H (2.198, 2.208, 2.710)  0.138
H (0.730, 0.461, 3.156)  0.155
H (2.312, -1.690, 0.311)  0.178
H (-0.913, 0.692, -1.639)  0.122
H (0.385, 1.065, -2.773)  0.113
H (-1.636, -1.206, -3.075)  0.117
H (-1.676, 0.320, -3.974)  0.113
H (-0.631, -1.492, -5.327)  0.109
H (0.541, -0.218, -4.969)  0.114
H (0.237, -2.836, -3.432)  0.116
H (1.537, -2.463, -4.576)  0.111
H (2.276, -0.584, -3.105)  0.125
H (2.259, -2.118, -2.218)  0.127
H (0.124, -2.685, 0.770)  0.175
H (-1.811, -0.769, 0.290)  0.170
H (-0.648, -0.688, 4.558)  0.118
H (-2.098, 0.240, 4.977)  0.132
H (-1.958, -2.762, 4.434)  0.117
H (-2.145, -2.020, 6.031)  0.111
H (-4.335, -2.799, 5.138)  0.108
H (-4.318, -1.041, 5.317)  0.115
H (-3.790, -2.568, 2.729)  0.117
H (-5.280, -1.693, 3.116)  0.111
H (-3.979, 0.439, 3.245)  0.130
H (-3.778, -0.332, 1.669)  0.123
H (-0.710, 1.315, 0.689)  0.143
H (0.950, 3.700, -2.709)  0.122
H (2.302, 3.671, -4.791)  0.104
H (4.485, 2.524, -4.813)  0.102
H (5.324, 1.424, -2.776)  0.104
H (3.967, 1.458, -0.704)  0.122

Computed, not measured: a cluster of 2 separate species, C4H10NO3 in total, with wB97M-V/def2-TZVPD.

## Properties
HOMO level	-0.164	Ha
2S+1	1
charge	-1
largest force on an atom	0.0325	Eh/bohr
molar mass	120.13	g/mol
energy relative to the best compared isomer or geometry (same formula, charge and spin)	15.9	kcal per mole

Each line ends with the Löwdin charge.
Element x y z (Å)
C (-2.753, -0.612, 0.370)  -0.091
C (-1.240, -0.694, 0.070)  -0.446
C (-1.006, -0.835, -1.468)  -0.047
N (-0.543, 0.414, 0.686)  0.032
C (0.885, 0.322, 0.951)  -0.817
O (1.477, 1.409, 1.024)  -0.071
O (1.309, -0.847, 1.062)  -0.059
H (-3.193, -1.454, -0.188)  0.064
H (-2.889, -0.992, 1.380)  0.061
H (-3.227, 0.356, 0.243)  0.065
H (-0.948, -1.572, 0.638)  0.119
H (-1.982, -0.912, -1.913)  0.045
H (-0.396, -1.707, -1.696)  0.071
H (-0.467, 0.049, -1.787)  0.049
H (-0.896, 1.288, 0.323)  0.107
H (1.664, 1.048, -0.993)  -0.003
H (1.485, 0.232, -2.322)  0.009
O (2.041, 0.895, -1.881)  -0.087

Computed, not measured: a structure of composition C6H13NO, with wB97M-V/def2-TZVPD.

## Properties
HOMO level	-0.293	Ha
2S+1	1
charge	0
largest force on an atom	0.1156	Eh/bohr
molar mass	115.18	g/mol
energy relative to the best compared isomer or geometry (same formula, charge and spin)	60.3	kcal per mole

Each line ends with the Löwdin charge.
Element x y z (Å)
C (0.268, 0.362, 0.315)  -0.298
C (0.156, -0.790, -0.520)  -0.127
C (-1.728, -0.819, -0.673)  -0.175
C (0.048, 1.745, -0.233)  -0.086
C (-2.459, -1.014, 0.631)  -0.151
C (2.167, 0.059, 0.724)  -0.417
N (3.139, 0.484, -0.132)  0.131
O (2.440, -0.458, 1.793)  0.009
H (-0.107, 0.235, 1.330)  0.118
H (2.936, 0.734, -1.085)  0.090
H (4.110, 0.430, 0.158)  0.107
H (0.380, -1.742, -0.043)  0.104
H (0.529, -0.692, -1.538)  0.098
H (-2.084, 0.039, -1.243)  0.076
H (-1.803, -1.695, -1.321)  0.072
H (-0.968, 2.090, -0.027)  0.077
H (0.219, 1.788, -1.311)  0.080
H (0.733, 2.450, 0.249)  0.080
H (-2.594, -0.068, 1.162)  0.066
H (-3.459, -1.437, 0.470)  0.071
H (-1.923, -1.701, 1.295)  0.076

Computed, not measured: a structure of composition C44H51BrInN5O5SbSe4Te, with wB97M-V/def2-TZVPD.

## Properties
expectation value of S²	0.76
HOMO level (spin up / spin down)	-0.056 / -0.056	Ha
2S+1	2
charge	-2
largest force on an atom	0.0199	Eh/bohr
molar mass	1489.84	g/mol
energy relative to the best compared isomer or geometry (same formula, charge and spin)	0.0	kcal per mole

Each line ends with the Mulliken spin population.
Element x y z (Å)
In (-0.462, -1.395, -1.356)  0.042
O (-2.936, 3.490, -2.064)  0.000
C (-3.077, 2.926, -3.304)  -0.001
C (-3.467, 3.685, -4.401)  0.000
C (-3.612, 3.088, -5.646)  0.000
C (-3.379, 1.731, -5.789)  0.000
C (-2.979, 0.982, -4.688)  0.000
C (-2.822, 1.563, -3.443)  0.004
C (-2.324, 0.756, -2.248)  -0.021
O (-1.868, -0.464, -2.625)  -0.003
N (-3.461, 0.725, -1.271)  0.000
N (-3.853, -0.415, -0.702)  0.000
C (-4.418, -0.360, 0.439)  0.000
C (-4.939, -1.524, 1.131)  0.000
Br (-5.483, -2.986, 0.057)  0.000
C (-5.092, -1.538, 2.460)  0.000
C (-5.423, -2.667, 3.340)  0.000
C (-6.325, -2.484, 4.392)  0.000
C (-6.588, -3.513, 5.280)  0.000
C (-5.932, -4.731, 5.150)  0.000
C (-5.023, -4.918, 4.118)  0.000
C (-4.777, -3.897, 3.215)  0.000
H (-3.000, 4.445, -2.148)  0.000
H (-3.654, 4.748, -4.276)  0.000
H (-3.905, 3.692, -6.496)  0.000
H (-3.507, 1.253, -6.752)  0.000
H (-2.772, -0.076, -4.782)  0.000
H (-1.536, 1.375, -1.777)  0.006
H (-3.469, 1.547, -0.670)  0.000
H (-4.475, 0.584, 0.993)  0.000
H (-4.891, -0.595, 2.966)  0.000
H (-6.825, -1.527, 4.496)  0.000
H (-7.302, -3.362, 6.082)  0.000
H (-6.122, -5.526, 5.861)  0.000
H (-4.494, -5.855, 4.001)  0.000
H (-4.048, -4.055, 2.432)  0.000
O (1.787, -2.120, -2.448)  0.005
C (1.752, -3.163, -3.397)  0.004
C (0.353, -3.588, -3.762)  -0.001
C (0.132, -4.641, -4.642)  0.000
C (-1.167, -5.008, -4.930)  0.000
C (-2.215, -4.314, -4.337)  0.000
C (-1.912, -3.296, -3.457)  0.001
N (-0.653, -2.941, -3.188)  -0.001
H (1.682, -1.264, -2.880)  -0.005
H (2.240, -4.021, -2.925)  0.000
H (2.307, -2.893, -4.304)  0.000
H (0.973, -5.174, -5.064)  0.000
H (-1.365, -5.833, -5.602)  0.000
H (-3.246, -4.564, -4.543)  0.000
H (-2.677, -2.723, -2.947)  0.000
C (-1.161, 1.427, 3.289)  0.007
C (-0.959, 0.247, 2.357)  0.019
N (-0.454, -0.861, 2.912)  -0.002
O (-1.219, 0.342, 1.158)  -0.011
H (-0.519, 1.367, 4.167)  0.001
H (-2.206, 1.455, 3.604)  0.000
H (-0.936, 2.342, 2.742)  -0.001
H (-0.323, -0.946, 3.903)  0.001
H (-0.375, -1.706, 2.344)  0.000
Se (1.617, -5.966, -1.328)  0.000
Sb (0.270, -5.252, 0.606)  0.000
Se (-1.039, -2.958, 0.376)  -0.001
Se (1.661, -4.808, 2.572)  0.000
Se (-1.548, -6.830, 1.026)  0.000
C (0.799, 0.866, -3.648)  0.043
C (0.996, 1.212, -2.173)  -0.034
O (1.350, 2.398, -1.918)  0.081
N (0.894, 0.277, -1.246)  0.214
Te (1.542, 1.296, 0.642)  0.359
C (2.306, 2.884, 2.080)  0.221
C (1.817, 4.191, 2.043)  -0.095
C (1.046, 4.719, 0.855)  0.037
C (2.047, 5.059, 3.111)  0.010
C (2.742, 4.651, 4.237)  -0.010
C (2.952, 5.577, 5.406)  0.000
C (3.227, 3.348, 4.268)  0.019
C (3.026, 2.466, 3.213)  0.005
C (3.572, 1.066, 3.321)  0.056
C (3.512, 0.810, 0.018)  0.073
C (4.419, 1.771, -0.447)  -0.070
C (4.081, 3.234, -0.546)  0.023
C (5.690, 1.358, -0.843)  -0.009
C (6.073, 0.027, -0.794)  0.007
C (7.455, -0.401, -1.215)  0.000
C (5.157, -0.911, -0.340)  -0.001
C (3.882, -0.547, 0.076)  -0.011
C (2.970, -1.626, 0.599)  0.010
H (0.531, 1.769, -4.193)  -0.003
H (0.013, 0.121, -3.779)  -0.005
H (1.749, 0.496, -4.045)  -0.003
H (0.804, 3.918, 0.157)  0.002
H (1.641, 5.463, 0.318)  0.004
H (0.120, 5.199, 1.179)  0.003
H (1.660, 6.074, 3.060)  -0.001
H (2.649, 6.594, 5.159)  0.000
H (4.002, 5.594, 5.705)  0.000
H (2.369, 5.249, 6.270)  0.000
H (3.759, 3.008, 5.153)  0.003
H (3.955, 0.870, 4.323)  0.002
H (4.383, 0.908, 2.607)  -0.005
H (2.793, 0.335, 3.092)  -0.004
H (3.043, 3.357, -0.845)  -0.005
H (4.720, 3.723, -1.285)  0.001
H (4.225, 3.729, 0.416)  0.000
H (6.390, 2.102, -1.210)  0.000
H (8.047, 0.454, -1.542)  0.000
H (7.407, -1.122, -2.033)  0.001
H (7.971, -0.881, -0.381)  0.001
H (5.436, -1.959, -0.315)  0.000
H (3.186, -2.583, 0.124)  0.000
H (1.926, -1.389, 0.418)  0.035
H (3.104, -1.767, 1.674)  0.007

Computed, not measured: a structure of composition C13H10I2N3O8P2PbS, with wB97M-V/def2-TZVPD.

## Properties
HOMO level	-0.428	Ha
2S+1	1
charge	+1
largest force on an atom	0.0452	Eh/bohr
molar mass	891.26	g/mol
energy relative to the best compared isomer or geometry (same formula, charge and spin)	0.0	kcal per mole

Each line ends with the Löwdin charge.
Element x y z (Å)
Pb (9.457, 9.437, 7.421)  1.548
I (14.908, 7.690, 7.582)  0.969
C (13.405, 7.514, 9.047)  -0.615
C (13.836, 7.271, 10.373)  -0.220
C (12.922, 7.254, 11.386)  -0.652
I (13.649, 6.842, 13.296)  0.993
C (11.578, 7.641, 11.139)  -0.189
C (10.544, 7.643, 12.128)  -0.020
C (9.304, 8.067, 11.869)  -0.005
C (9.028, 8.520, 10.539)  -0.069
N (9.928, 8.466, 9.588)  -0.008
C (11.193, 7.975, 9.852)  -0.140
C (12.113, 7.831, 8.769)  -0.321
O (11.655, 8.140, 7.514)  -0.176
H (14.914, 7.138, 10.545)  0.089
H (10.798, 7.312, 13.159)  0.089
H (8.503, 8.110, 12.578)  0.118
H (8.089, 8.925, 10.264)  0.094
O (7.673, 5.094, 6.542)  -0.028
P (7.898, 6.613, 6.267)  0.255
O (8.320, 6.737, 4.707)  -0.521
O (8.972, 7.125, 7.129)  -0.393
O (6.538, 7.292, 6.483)  -0.215
P (6.179, 8.836, 7.070)  0.242
O (6.694, 9.688, 5.796)  -0.158
O (4.741, 8.868, 7.318)  -0.221
O (7.232, 9.120, 8.128)  -0.455
H (6.775, 4.783, 6.709)  0.120
H (5.991, 9.734, 5.139)  0.095
S (9.817, 7.412, 4.324)  1.008
C (10.899, 6.016, 4.691)  -0.595
N (11.389, 5.987, 5.939)  0.058
C (12.152, 4.946, 6.246)  -0.082
C (12.350, 3.902, 5.356)  0.004
C (11.823, 4.073, 4.095)  -0.068
N (11.119, 5.164, 3.734)  0.110
H (11.578, 7.345, 6.986)  0.007
H (12.644, 4.956, 7.192)  0.109
H (12.970, 3.064, 5.623)  0.119
H (11.916, 3.329, 3.314)  0.125